Record 1
The following is a DFT calculation (wB97M-V/def2-TZVPD) of 9 unconnected molecules or ions with the total composition C36H99N9O9 at a distorted geometry.

Properties
Kohn-Sham gap (eV): 9.6
Multiplicity: 1
Energy above the lowest of the compared OMol25 structures with the same formula, charge and spin (kcal per mole): 185.9
Charge: 0
SMILES: COC[C@H](C)N.COC[C@H](C)N.COC[C@H](C)N.COC[C@H](C)N.COC[C@H](C)N.COC[C@H](C)N.COC[C@H](C)N.COC[C@H](C)N.COC[C@H](C)N

Structure (XYZ):
```
153
Properties=species:S:1:pos:R:3:forces:R:3
C 2.512492 0.251997 0.958052 -0.5 1.1 1.5
O 1.217041 0.101436 0.465625 0.7 2.1 -2.9
C 0.851619 -1.209266 0.284848 -0.5 -0.6 -0.2
C -0.245623 -1.357572 -0.812834 -0.8 -1.5 0.9
C -0.843994 -2.794835 -0.792934 -0.3 0.9 0.1
N 0.226191 -1.164416 -2.187461 0.7 0.4 0.6
H 2.893335 1.248451 0.734101 -0.1 0.0 -0.4
H 3.250780 -0.500254 0.680322 -0.2 -0.2 -0.1
H 2.283816 0.285436 2.023275 1.2 -0.4 0.7
H 1.703772 -1.825609 -0.001607 0.2 -0.2 -0.1
H 0.631680 -1.388719 1.337231 -1.2 -1.9 -0.1
H -1.061906 -0.694586 -0.526100 0.0 0.4 -0.2
H -1.443478 -2.933924 0.106719 0.5 -0.5 0.4
H -0.061490 -3.522870 -1.006808 -0.1 -0.2 0.5
H -1.582044 -2.917436 -1.585624 0.1 0.3 -0.3
H 1.146266 -0.750898 -2.136736 0.1 0.3 -0.3
H -0.362609 -0.526719 -2.703946 0.0 0.1 0.1
C -3.140496 1.712204 5.437403 0.3 1.3 0.4
O -3.134615 3.147201 5.135032 0.2 -0.5 -0.9
C -2.096040 3.616857 4.228077 -0.6 0.0 0.7
C -1.841511 5.164259 4.334859 1.8 -1.6 -0.9
C -0.606349 5.468883 3.510786 -1.4 -0.9 -2.7
N -1.463129 5.531568 5.651012 -1.2 -0.7 1.4
H -2.335552 1.568175 6.158114 -0.2 -0.3 0.3
H -2.991495 0.967879 4.655177 0.2 0.6 -0.8
H -4.126850 1.486001 5.842435 0.2 0.2 0.3
H -1.195960 3.043446 4.449814 0.4 0.2 0.0
H -2.388683 3.413923 3.197899 -0.1 -0.1 -0.1
H -2.751392 5.679719 4.027415 0.0 0.1 -0.6
H -0.844294 4.909934 2.605774 0.3 0.4 -1.0
H 0.329425 4.978370 3.778780 -0.2 0.6 0.9
H -0.576737 6.517848 3.215978 0.5 0.0 0.3
H -2.241274 5.028216 6.052528 -0.1 0.5 2.1
H -1.642969 6.523593 5.711486 0.0 0.2 0.6
C 5.288360 8.439030 12.576136 1.5 0.7 0.8
O 4.243735 7.800591 11.982174 -1.2 -0.8 -0.7
C 4.537405 7.405315 10.663457 1.0 -2.0 -0.3
C 4.071695 5.898146 10.427893 -0.3 0.1 -0.3
C 4.603227 5.198198 9.185170 -0.3 0.4 -1.7
N 2.612478 5.867487 10.487554 -1.4 0.9 -0.4
H 5.559869 9.365026 12.069278 -0.1 0.4 -0.1
H 6.186948 7.822857 12.545023 0.3 -0.2 0.1
H 5.066532 8.653845 13.621483 -0.2 0.0 -0.1
H 4.178895 8.170470 9.974893 -0.9 -0.4 -0.4
H 5.600289 7.431499 10.423231 0.5 -0.1 0.6
H 4.204477 5.143831 11.203432 1.5 1.0 0.9
H 4.051935 5.569403 8.321230 -0.4 0.0 -0.2
H 4.469827 4.116951 9.150365 -0.3 0.0 0.5
H 5.614691 5.338399 8.803864 0.4 0.4 1.0
H 2.137051 5.922329 9.598142 0.3 -0.5 -0.8
H 2.371497 6.792032 10.815051 -0.4 0.0 0.9
C -1.222776 -7.568636 8.533549 -0.9 1.8 -0.2
O -1.152873 -6.309089 9.236329 0.2 -0.2 0.1
C -0.082460 -5.502494 8.735531 0.9 -1.2 1.8
C -0.004317 -4.168413 9.519918 0.3 0.0 1.2
C 1.082013 -3.240482 9.036836 0.2 0.8 -1.2
N 0.325219 -4.346827 10.990727 -0.9 -1.5 -1.0
H -1.459212 -7.232502 7.523990 -0.3 -0.7 -0.5
H -2.071351 -8.084542 8.982835 0.3 -0.2 -0.2
H -0.318384 -8.172116 8.456081 0.2 0.1 0.6
H 0.774326 -6.129619 8.981973 0.8 0.4 -0.2
H -0.119954 -5.441032 7.647908 -0.2 0.6 -0.1
H -1.014437 -3.795015 9.351591 -0.1 0.7 0.2
H 0.817965 -2.813805 8.069195 0.2 -0.3 -0.4
H 2.072520 -3.694267 9.004073 -0.2 -0.4 -0.2
H 1.267143 -2.338292 9.619833 -0.6 -0.1 0.6
H 0.319888 -3.517919 11.567757 0.1 0.6 -0.7
H -0.419976 -4.902546 11.385649 0.0 -0.5 0.2
C 8.808448 7.090519 -9.009707 -0.5 -0.1 -0.2
O 8.024459 6.867745 -7.834710 0.9 -0.7 0.2
C 8.926625 6.475465 -6.777080 0.1 -0.4 0.6
C 8.182304 6.121099 -5.440953 -0.4 0.9 0.6
C 7.218451 4.906681 -5.404470 -0.3 1.4 -1.5
N 7.480432 7.346241 -5.043667 -1.8 0.5 0.2
H 8.189310 7.166027 -9.903606 -0.5 0.3 0.4
H 9.446903 6.244299 -9.263458 0.3 -0.1 0.5
H 9.400595 8.000276 -8.910793 0.2 0.0 0.0
H 9.649221 5.745359 -7.141634 -0.4 -0.7 -0.1
H 9.593537 7.306831 -6.548706 -0.1 0.5 0.2
H 8.733008 5.976709 -4.511450 1.6 -0.2 -0.8
H 7.686047 4.017882 -5.828136 -0.1 0.0 0.1
H 6.421814 5.253826 -6.062463 -0.4 -0.6 -0.3
H 6.733057 4.710431 -4.448457 0.5 0.2 0.1
H 7.971357 8.226179 -5.112820 1.1 -0.3 0.2
H 6.714128 7.577859 -5.659475 -0.5 -0.6 -0.3
C 7.577346 -3.815042 -3.586410 1.0 0.1 1.1
O 8.770753 -3.449376 -2.787827 -1.0 0.0 -1.1
C 8.629045 -3.456672 -1.378347 0.0 -0.8 0.2
C 9.920635 -3.018476 -0.694410 -0.4 1.3 0.3
C 10.307423 -1.562101 -1.081531 -0.7 -0.5 -0.5
N 10.984011 -3.964852 -0.973299 0.0 0.3 -0.3
H 6.729826 -4.110715 -2.968029 0.1 0.1 0.3
H 7.814035 -4.681355 -4.204137 0.2 0.1 0.0
H 7.268367 -2.979744 -4.214831 0.2 0.1 0.1
H 7.755253 -2.891177 -1.054625 0.0 0.3 0.0
H 8.501310 -4.490294 -1.056761 -0.3 -0.3 0.1
H 9.795906 -3.065950 0.387387 -0.6 0.1 0.1
H 9.585273 -0.819236 -0.742778 -0.1 -0.1 0.3
H 10.240720 -1.533245 -2.169108 0.4 0.2 -0.1
H 11.301372 -1.257023 -0.754264 0.0 -0.2 0.1
H 11.791763 -3.373826 -0.837876 0.7 -0.6 -0.1
H 10.917167 -4.137618 -1.966171 0.4 -0.2 -0.4
C -1.464181 -10.936220 -1.724344 -1.0 1.2 1.9
O -0.694205 -11.322405 -2.787476 0.3 -0.5 -1.4
C -1.360604 -11.815313 -3.954090 -0.2 0.1 -0.6
C -0.394831 -11.722189 -5.164704 0.3 0.7 0.0
C -0.179535 -10.297189 -5.668287 0.6 1.4 1.6
N -0.738918 -12.468476 -6.344856 -1.2 -1.7 -0.2
H -0.811022 -10.647323 -0.900926 0.3 -0.2 -0.1
H -2.213029 -11.585981 -1.271390 0.3 -1.3 -0.4
H -2.105313 -10.062740 -1.842936 0.2 0.6 -0.9
H -1.646028 -12.857144 -3.808416 0.0 -0.2 0.0
H -2.260882 -11.244035 -4.180469 -0.3 0.2 0.2
H 0.470618 -12.205414 -4.711288 0.6 0.4 -0.4
H -1.086953 -9.700000 -5.758117 -0.6 -0.4 0.0
H 0.305095 -10.173697 -6.636782 0.3 -0.6 0.1
H 0.383154 -9.727510 -4.928715 0.3 0.2 0.0
H -1.492346 -12.019932 -6.846096 -0.3 0.1 0.1
H 0.017980 -12.481771 -7.013468 0.3 0.0 0.3
C -7.548966 0.482861 -7.189137 0.8 1.0 -0.3
O -8.722450 0.694413 -7.931279 0.1 -0.3 -0.4
C -8.471022 1.205537 -9.237109 -1.6 -0.9 -0.7
C -9.743459 0.780383 -10.133085 1.0 0.2 -0.9
C -10.445945 -0.447549 -9.722579 -1.2 -1.1 3.0
N -9.353895 0.458953 -11.512890 1.1 0.8 -0.6
H -7.109760 1.469418 -7.041165 0.3 0.1 0.7
H -6.771987 -0.054248 -7.733132 -0.2 -0.4 -0.4
H -7.689168 -0.033854 -6.239697 -0.6 0.2 -0.1
H -8.327904 2.285315 -9.278233 -0.4 0.4 0.4
H -7.529419 0.850155 -9.655662 -0.1 -0.8 -0.1
H -10.493389 1.570173 -10.088979 0.2 0.5 0.0
H -9.835643 -1.321441 -9.494652 0.3 0.1 -0.6
H -11.347220 -0.735168 -10.263947 0.4 0.2 -0.9
H -10.910116 -0.258936 -8.754556 0.1 0.1 0.4
H -10.137443 0.402813 -12.147708 -0.4 -0.2 0.3
H -8.782871 1.172227 -11.943339 0.3 0.3 0.1
C -9.010795 1.473227 -0.646216 0.0 0.3 -0.2
O -9.526092 2.699741 -1.162198 3.6 -0.3 0.5
C -10.772355 2.754548 -1.633686 -2.9 0.7 0.2
C -11.039835 3.981709 -2.530482 0.7 -1.7 -1.2
C -12.411056 3.744270 -3.127400 -0.2 0.1 -0.2
N -10.072284 3.962295 -3.639052 0.3 0.4 0.5
H -9.351280 1.305753 0.375611 -0.1 -0.1 0.1
H -7.921684 1.516549 -0.652941 0.0 0.4 0.1
H -9.236224 0.606304 -1.267298 -0.5 0.0 -0.2
H -11.083821 1.877871 -2.201579 0.2 -0.4 -0.3
H -11.465439 2.842700 -0.797051 -0.5 -0.2 0.4
H -10.830110 4.926891 -2.029702 -0.7 0.0 0.3
H -12.406302 2.941904 -3.865150 0.6 -0.3 0.0
H -12.737285 4.575270 -3.752782 -0.4 0.3 0.7
H -13.088523 3.361565 -2.364059 -0.5 0.7 0.0
H -10.073568 3.027705 -4.022000 -0.1 -0.3 -0.4
H -9.211772 3.985157 -3.110753 0.8 0.2 -0.4
```
Forces are in eV/Å.

Results of the Mulliken charge analysis, in e, for atoms 1 through 4: atom 1 (C): -0.74, atom 2 (O): -0.31, atom 3 (C): -0.89, atom 4 (C): 0.47

---

Record 2
The following is a DFT calculation (wB97M-V/def2-TZVPD) of a molecular structure, C37H14F21O2Si at a distorted geometry.

Properties
Kohn-Sham gap (eV): 6.1
Multiplicity: 1
Energy above the lowest of the compared OMol25 structures with the same formula, charge and spin (kcal per mole): 33.9
Charge: +1

Structure (XYZ):
```
75
Properties=species:S:1:pos:R:3:forces:R:3
F 3.970142 4.286444 -3.448686 -0.4 -1.0 0.2
C 3.461944 3.069427 -3.184833 0.2 0.5 -0.1
C 2.737957 2.383806 -4.160841 0.0 0.1 -0.4
F 2.579941 2.914687 -5.390274 0.1 -0.4 1.0
C 2.208495 1.132733 -3.857880 -0.1 -0.1 -0.4
F 1.584471 0.467591 -4.861398 0.2 0.5 0.6
C 2.353597 0.523002 -2.608826 0.3 0.4 0.0
Si 1.604335 -1.124491 -2.166442 0.2 0.1 0.0
C 0.188439 -1.564364 -3.309036 -0.3 0.0 -0.5
C 0.081664 -2.752625 -4.039517 0.4 -0.5 -0.2
F 1.140790 -3.599014 -4.132899 -0.9 0.5 0.3
C -1.054105 -3.093632 -4.773734 0.1 -0.4 -0.5
F -1.064656 -4.210722 -5.528700 0.0 0.8 0.7
C -2.159631 -2.243911 -4.780301 -0.4 -0.2 -0.4
F -3.262222 -2.563342 -5.482672 1.0 0.3 0.7
C -2.071317 -1.021121 -4.118804 -0.1 0.1 0.0
F -3.119716 -0.177325 -4.097592 0.6 -0.3 -0.2
C -0.869088 -0.676034 -3.512422 -0.3 0.4 0.0
F -0.727170 0.618521 -3.147761 -0.2 -0.6 0.2
C 2.938589 -2.432242 -2.287822 0.2 -0.5 0.4
C 3.956043 -2.346872 -3.243027 0.0 0.4 -0.5
F 3.958310 -1.311775 -4.124208 0.1 -0.6 0.6
C 4.936862 -3.318718 -3.419004 0.3 0.0 -0.3
F 5.868650 -3.184595 -4.384208 -0.7 -0.1 0.8
C 4.913344 -4.457605 -2.614851 0.3 -0.3 -0.2
F 5.818010 -5.435208 -2.802669 -0.8 0.9 0.2
C 3.910118 -4.596342 -1.655002 -0.2 -0.4 0.3
F 3.853380 -5.718808 -0.909520 0.0 0.8 -0.5
C 2.946507 -3.597831 -1.515965 -0.2 -0.2 0.0
F 1.926348 -3.815568 -0.645140 0.6 0.2 -0.4
O 1.000887 -0.994812 -0.534341 0.7 0.4 -1.1
C -0.205995 -0.933432 -0.062515 -0.4 -1.9 2.9
C -0.771867 -1.497673 1.101098 2.7 -0.7 -1.6
C -2.164204 -1.783155 0.701075 -0.4 1.2 1.1
C -2.368757 -0.495846 -0.047194 0.7 -1.6 -1.9
O -1.159843 -0.357413 -0.799771 -2.4 0.9 0.6
C 3.173081 1.196874 -1.702665 0.2 -0.1 0.2
F 3.541736 0.565679 -0.556234 -0.5 0.5 -0.5
C 3.690369 2.466085 -1.948707 0.3 0.1 0.4
F 4.429827 3.096310 -1.014896 -0.5 -0.4 -0.6
H -0.179956 -2.052998 1.822731 -0.1 0.1 -0.3
H -2.219084 -2.636529 -0.001854 -0.1 0.4 0.0
H -2.869278 -1.965291 1.508366 0.0 0.0 0.0
H -3.273652 -0.384157 -0.643945 0.3 0.7 -0.1
H -2.207044 0.369416 0.896969 -0.2 -0.4 -0.3
F -4.526286 -0.960467 7.482333 -0.7 0.6 -1.0
C -5.317273 -0.461185 6.478528 -0.9 -0.3 1.1
F -6.205750 -1.443612 6.151094 0.8 0.9 0.2
F -6.046037 0.573965 7.016306 0.9 -1.0 -0.6
C -4.482761 -0.019942 5.301904 0.0 -0.1 -0.1
C -4.778887 -0.465172 4.015554 0.2 0.1 0.0
C -3.937757 -0.124204 2.960219 -0.2 0.2 0.1
C -2.806675 0.692413 3.157427 -0.7 -0.9 -0.1
C -2.090696 1.158823 1.923621 0.4 2.5 1.9
C -0.773111 1.863167 2.071950 0.7 -0.4 -1.0
C 0.141683 1.765991 3.142187 -0.2 0.1 0.2
C 1.105174 2.768030 3.326601 -0.2 -0.3 -0.1
C 1.223691 3.800861 2.399179 -0.1 0.1 0.1
C 2.193748 4.940697 2.596712 1.0 1.2 0.2
F 2.792806 5.282054 1.411296 -0.6 -0.3 1.1
F 1.571437 6.075948 3.063103 0.5 -1.3 -0.5
F 3.193701 4.642930 3.474491 -1.0 0.2 -0.7
C 0.438975 3.813372 1.252855 0.0 -0.3 -0.1
C -0.475907 2.789113 1.049969 -0.4 0.5 0.2
C -2.572225 1.178629 4.459798 0.3 0.0 0.1
C -3.395469 0.814848 5.529073 0.0 0.0 -0.5
H -5.672484 -1.055427 3.840833 0.2 0.0 0.0
H -4.189640 -0.475335 1.954286 0.0 0.2 0.5
H -2.765712 1.939112 1.498805 0.3 -0.9 -0.5
H 0.080826 0.941150 3.861482 -0.1 0.4 -0.3
H 1.737692 2.767960 4.211393 -0.1 -0.1 -0.2
H 0.523048 4.635911 0.549374 0.1 -0.3 -0.1
H -1.036297 2.751876 0.112310 -0.1 0.2 0.4
H -1.745122 1.858649 4.663345 -0.3 -0.2 -0.1
H -3.210952 1.202722 6.529872 0.1 -0.1 -0.3
```
Forces are in eV/Å.

Results of the Mulliken charge analysis, in e, for atoms 1 through 4: atom 1 (F): -0.28, atom 2 (C): 0.65, atom 3 (C): 0.04, atom 4 (F): -0.27